Entry 1:
C6H15NS | the ωB97M-V functional and the def2-TZVPD basis

Computed properties:
relative energy (zero: lowest compared OMol25 entry of this formula, charge and spin): 136.1 kJ/mol
largest force on an atom: 3.5 eV/A
SMILES: CCN[C@H](C)CCS

Each line ends with the Mulliken charge.
Positions of all 23 atoms, in Å:
C  -0.2503  -0.2624  1.8724  -0.173
N  0.2182  0.6904  0.8790  -0.310
C  0.9093  0.0702  -0.2388  0.407
C  0.2780  0.3491  -1.6236  -0.773
C  -0.9817  -0.4113  -1.7731  -0.521
S  -2.1793  0.1376  -2.9405  -0.222
C  2.5022  0.2188  -0.2252  -1.616
C  -1.5056  0.2064  2.6345  -1.326
H  -0.5236  -1.2971  1.4716  0.205
H  0.6130  -0.3376  2.6110  0.342
H  -0.6622  1.1740  0.5803  0.338
H  0.9477  -1.0816  -0.2872  0.025
H  0.3491  1.4233  -1.8124  0.442
H  1.0490  0.1204  -2.3895  0.415
H  -0.7495  -1.5491  -2.0453  0.299
H  -1.5114  -0.5708  -0.8119  0.109
H  -1.6691  -0.6415  -3.9544  0.135
H  2.8156  -0.2913  0.6727  0.375
H  2.9119  -0.0723  -1.1795  0.404
H  2.7421  1.2623  -0.0375  0.363
H  -2.4410  -0.1239  2.1919  0.317
H  -1.4030  1.2704  2.7955  0.384
H  -1.4594  -0.2843  3.6099  0.379



Entry 2:
C6H10O | the ωB97M-V functional and the def2-TZVPD basis

Computed properties:
relative energy (zero: lowest compared OMol25 entry of this formula, charge and spin): 16.5 kJ/mol
largest force on an atom: 0.3 eV/A
SMILES: C[C@H]1CC=C[C@H]1O

Each line ends with the Mulliken charge.
Positions of all 17 atoms, in Å:
C  1.8041  -0.5658  -0.0825  -1.496
C  0.5768  0.0948  0.5382  0.392
C  0.1406  1.3842  -0.2049  -0.777
C  -1.3423  1.2160  -0.4013  -0.193
C  -1.7883  0.0433  0.0432  -0.763
C  -0.6847  -0.8306  0.5844  -0.090
O  -0.5735  -2.0419  -0.1476  -0.593
H  1.6266  -0.8150  -1.1352  0.307
H  2.6657  0.1119  -0.0391  0.411
H  2.0681  -1.4930  0.4342  0.356
H  0.8181  0.3564  1.5740  0.300
H  0.6576  1.5017  -1.1681  0.300
H  0.3676  2.2843  0.3794  0.280
H  -1.9583  1.9841  -0.8645  0.414
H  -2.8172  -0.3010  -0.0037  0.430
H  -0.8810  -1.1636  1.6077  0.334
H  -0.6952  -1.8258  -1.0795  0.387



Entry 3:
C26H23Br2IrN5O5S2 | the ωB97M-V functional and the def2-TZVPD basis

Computed properties:
relative energy (zero: lowest compared OMol25 entry of this formula, charge and spin): 99.8 kJ/mol
largest force on an atom: 0.6 eV/A
charge: -1

Each line ends with the Mulliken charge.
Positions of all 64 atoms, in Å:
Ir  -0.2596  0.3222  -0.2465  2.812
O  5.5408  -0.2454  2.3324  -0.676
S  4.3691  0.5464  2.5508  1.124
O  3.7447  0.4725  3.8591  -0.708
N  3.2206  0.2775  1.4143  -0.311
C  2.9369  1.3637  0.7582  1.057
S  1.7548  1.5132  -0.4670  -0.656
C  3.7853  2.5444  1.0878  0.282
C  3.7877  3.8110  0.5242  -0.644
C  4.6807  4.7456  1.0289  -0.647
C  5.5421  4.4278  2.0760  -0.435
C  5.5398  3.1575  2.6411  -0.697
C  4.6547  2.2403  2.1197  -0.095
H  3.1157  4.0473  -0.2892  0.464
H  4.7107  5.7393  0.6010  0.380
H  6.2225  5.1799  2.4541  0.375
H  6.2077  2.8969  3.4509  0.436
N  0.8394  0.4078  2.9901  -0.287
C  0.7586  -0.8143  2.4315  0.619
C  1.2137  -1.9188  3.1863  -0.955
C  1.0652  -3.1900  2.7212  -0.405
C  0.4500  -3.3908  1.4816  -1.083
C  0.0645  -2.2925  0.7715  -0.007
N  0.2368  -1.0127  1.2019  -0.148
H  1.6366  0.5403  3.5999  0.435
H  0.6370  1.1855  2.3851  0.093
H  1.6803  -1.7100  4.1388  0.408
H  1.4176  -4.0283  3.3078  0.402
H  0.2887  -4.3742  1.0665  0.457
H  -0.3969  -2.3927  -0.2003  0.261
C  -1.3437  2.8860  0.5555  -1.517
C  -1.2344  1.4333  1.0521  0.701
O  -1.8021  1.0976  2.0555  -0.527
H  -1.5890  3.5052  1.4189  0.446
H  -2.1603  2.9393  -0.1636  0.234
H  -0.4251  3.2366  0.0871  0.214
Br  3.8055  -0.1680  -2.8358  -0.800
N  -1.6688  1.1541  -3.3107  -0.459
C  -0.8803  0.0383  -3.4529  0.845
C  -0.9664  -0.7460  -4.6081  -0.873
C  -0.1502  -1.8504  -4.7230  -0.253
C  0.7624  -2.1420  -3.7200  -1.171
C  0.8125  -1.3049  -2.6265  -0.704
N  -0.0147  -0.2564  -2.4745  0.134
H  -2.5108  1.1432  -3.8627  0.296
H  -1.8695  1.4339  -2.3582  -0.022
H  -1.6779  -0.4835  -5.3792  0.375
H  -0.2175  -2.4774  -5.6034  0.370
H  1.4548  -2.9664  -3.7910  0.458
H  1.5560  -1.4397  -1.8526  0.783
Br  -2.6877  -3.1779  -2.1347  -0.131
C  -4.2229  -2.5326  -1.2182  0.368
C  -5.3222  -3.3802  -1.1821  -0.734
C  -6.5027  -2.9575  -0.5961  -0.437
C  -6.5952  -1.6750  -0.0710  -0.653
C  -5.5012  -0.8329  -0.1314  -0.558
C  -4.2906  -1.2505  -0.6847  0.108
C  -3.1522  -0.2654  -0.6370  0.662
O  -3.3825  0.9378  -0.7618  -0.672
O  -2.0099  -0.7956  -0.4265  -0.887
H  -5.2456  -4.3648  -1.6218  0.406
H  -7.3508  -3.6291  -0.5607  0.364
H  -7.5164  -1.3335  0.3826  0.376
H  -5.5465  0.1751  0.2586  0.408



Entry 4:
H16NO6 | the ωB97M-V functional and the def2-TZVPD basis

Computed properties:
relative energy (zero: lowest compared OMol25 entry of this formula, charge and spin): 138.2 kJ/mol
largest force on an atom: 1.2 eV/A
charge: +1

Each line ends with the Mulliken charge.
Positions of all 23 atoms, in Å:
N  0.4866  -1.0754  0.3720  -0.389
H  1.0785  -1.8817  0.5656  0.388
H  -0.4683  -1.3998  0.2502  0.319
H  0.6774  -0.4604  1.1758  0.291
H  0.7994  -0.6855  -0.5124  0.399
H  0.9457  1.7418  2.6912  0.329
H  -0.4480  1.3467  2.2308  0.297
O  0.5006  1.2002  2.0453  -0.730
H  -2.9470  0.7769  1.0473  0.320
H  -3.1894  1.4876  2.4252  0.311
O  -2.5866  0.9008  1.9325  -0.658
H  -1.8304  -1.6541  -1.6876  0.318
H  -1.3571  -2.5490  -2.8478  0.315
O  -1.0522  -2.0145  -2.1215  -0.631
H  3.3139  1.6605  0.2190  0.352
H  1.9370  1.3846  0.7772  0.344
O  2.4518  1.3547  -0.0577  -0.614
H  -2.8157  2.2235  -1.8872  0.302
H  -2.5532  0.9376  -2.4719  0.311
O  -2.5137  1.3610  -1.6006  -0.592
H  3.3989  -2.3274  -1.0116  0.297
H  3.2909  -0.7493  -0.8934  0.313
O  2.8810  -1.5789  -0.6404  -0.591



Entry 5:
C18H17HgN2O2S | the ωB97M-V functional and the def2-TZVPD basis

Computed properties:
relative energy (zero: lowest compared OMol25 entry of this formula, charge and spin): 119.5 kJ/mol
largest force on an atom: 3.3 eV/A
expectation value of S²: 0.758
2S+1: 2

Each line ends with the Mulliken charge.
Positions of all 41 atoms, in Å:
Hg  0.2058  -2.9612  -1.5793  0.352
C  -2.4186  -5.6819  -3.5912  -1.266
C  -2.1894  -4.2476  -3.1771  0.601
O  -1.0128  -3.8074  -3.1871  -0.476
N  -3.3376  -3.5779  -2.8289  -0.092
C  -3.4829  -2.1651  -3.1185  -0.670
C  -3.4510  -1.2443  -1.8991  0.462
C  -4.3661  -0.2138  -1.7656  -0.575
C  -4.0906  0.7659  -0.8383  -0.378
C  -3.0944  0.4938  0.0906  -0.629
C  -2.2710  -0.6304  -0.0710  -0.196
N  -2.5172  -1.5364  -0.9988  -0.218
H  -1.4392  -5.8824  -3.9924  0.363
H  -3.2550  -5.9103  -4.2080  0.376
H  -2.5600  -6.3367  -2.6342  0.274
H  -4.1614  -4.1623  -2.7785  0.272
H  -4.4316  -1.9783  -3.5350  0.426
H  -2.6552  -1.9409  -3.7696  0.283
H  -5.3372  -0.2699  -2.2961  0.284
H  -4.6287  1.7068  -0.9566  0.392
H  -2.7937  1.2896  0.7363  0.374
H  -1.3680  -0.8350  0.5251  0.456
C  4.6407  5.6658  4.8218  -0.991
C  3.6737  4.7671  4.0360  0.685
O  2.4946  4.7358  4.2124  -0.482
S  4.7717  3.7462  2.8523  -0.255
C  3.8213  2.4573  2.2280  0.374
C  2.5318  2.6808  1.6802  -0.278
C  1.7931  1.6758  1.0570  -0.721
C  2.4207  0.4174  0.9661  0.775
C  3.7585  0.2226  1.3372  -0.645
C  4.4725  1.2935  1.9517  -0.333
C  1.6479  -0.6712  0.3294  0.420
C  1.2695  -1.6373  -0.3397  -1.252
H  4.0588  6.5864  4.9825  0.298
H  5.6408  5.8088  4.3023  0.327
H  4.8750  5.2072  5.7705  0.292
H  2.1494  3.6723  1.8191  0.351
H  0.8271  1.9653  0.5815  0.347
H  4.2428  -0.7620  1.1130  0.367
H  5.5659  1.2941  2.1719  0.308



Entry 6:
C6H4Cl4S2 | the ωB97M-V functional and the def2-TZVPD basis

Computed properties:
relative energy (zero: lowest compared OMol25 entry of this formula, charge and spin): 35.5 kJ/mol
largest force on an atom: 6.7 eV/A
expectation value of S²: 2.025
2S+1: 3

Each line ends with the Mulliken charge.
Positions of all 16 atoms, in Å:
C  0.1026  0.8983  1.4659  -0.498
C  -0.3416  2.2687  1.0969  0.006
C  -0.1090  2.8984  -0.0898  0.114
C  0.1860  1.9792  -1.1643  0.370
C  -0.4367  0.8057  -1.3423  -0.300
C  -0.6413  -0.1972  1.3722  0.219
S  0.2067  -0.4598  -2.3438  -0.095
S  0.0196  -1.7559  1.8774  -0.199
Cl  -0.6408  3.2061  2.5318  -0.189
Cl  -0.4403  4.5014  -0.3783  -0.162
Cl  1.4798  2.5040  -2.2078  -0.244
Cl  -2.3443  0.0160  1.1408  -0.150
H  1.1368  0.8132  1.6875  0.453
H  -1.3726  0.4248  -1.1139  0.426
H  1.1031  0.2595  -2.9344  0.106
H  -0.3512  -1.7863  3.1123  0.143



Entry 7:
C3H5N3 | the ωB97M-V functional and the def2-TZVPD basis

Computed properties:
relative energy (zero: lowest compared OMol25 entry of this formula, charge and spin): 630.1 kJ/mol
largest force on an atom: 0.6 eV/A

Each line ends with the Mulliken charge.
Positions of all 11 atoms, in Å:
N  -1.9630  -0.1454  0.0690  -0.203
C  -0.4663  -0.0817  0.1063  0.475
N  0.3419  -1.0394  -0.1494  -0.785
N  1.6871  -0.6270  -0.1251  0.232
C  2.1031  0.6032  -0.0196  -0.556
C  -1.0908  1.0437  0.4616  -0.320
H  -2.3596  -0.2746  -0.8613  0.269
H  -2.4771  -0.6270  0.8018  0.267
H  2.2680  -1.4596  -0.2042  0.258
H  3.2087  0.5235  -0.0233  0.157
H  -1.2223  2.0346  0.0587  0.205